{
  "formula": "C39H68O13",
  "method": "ωB97M-V/def2-TZVPD",
  "homo_lumo_gap_ev": 7.5,
  "e_homo_ev": -9.68,
  "e_lumo_ev": -2.184,
  "smiles": "O=C1C=CC(=O)C=C1.O=C1C=CC(=O)C=C1.O=C1C=CC(=O)C=C1.CC(C)O.CC(C)O.CC(C)O.CC(C)O.CC(C)O.CC(C)O.CC(C)O",
  "symbols": ["C", "C", "C", "O", "H", "H", "H", "H", "H", "H", "H", "H", "C", "C", "C", "O", "H", "H", "H", "H", "H", "H", "H", "H", "C", "C", "C", "O", "H", "H", "H", "H", "H", "H", "H", "H", "C", "C", "C", "O", "H", "H", "H", "H", "H", "H", "H", "H", "C", "C", "C", "O", "H", "H", "H", "H", "H", "H", "H", "H", "C", "C", "C", "O", "H", "H", "H", "H", "H", "H", "H", "H", "C", "C", "C", "O", "H", "H", "H", "H", "H", "H", "H", "H", "C", "C", "C", "O", "C", "C", "C", "O", "H", "H", "H", "H", "C", "C", "C", "O", "C", "C", "C", "O", "H", "H", "H", "H", "C", "C", "C", "O", "C", "C", "C", "O", "H", "H", "H", "H"],
  "coordinates": [[-2.11005, -34.20350, -18.92093], [-1.70881, -34.58318, -20.35994], [-2.57773, -35.66611, -20.90469], [-1.72354, -33.49379, -21.32164], [-3.16203, -34.08407, -18.73249], [-1.57279, -33.40169, -18.67975], [-1.69924, -35.09607, -18.28989], [-0.79144, -34.93068, -20.47823], [-2.44875, -36.60325, -20.36234], [-2.41326, -35.88356, -21.85020], [-3.60496, -35.39087, -20.55011], [-2.54979, -33.18740, -21.44108], [-1.89122, -30.83640, -14.09904], [-3.34298, -30.73658, -13.61048], [-4.14288, -31.98403, -13.23894], [-3.35903, -30.04341, -12.34810], [-1.74673, -31.57737, -14.94140], [-1.21313, -31.44405, -13.41108], [-1.25079, -29.91784, -14.45549], [-3.92187, -30.17481, -14.51009], [-4.38501, -32.44061, -14.45542], [-5.05102, -31.82434, -12.88226], [-3.71723, -32.89877, -12.68313], [-2.92386, -30.74614, -11.75577], [-4.32716, -30.76903, -17.77764], [-4.09447, -29.34951, -18.37797], [-3.38744, -29.52866, -19.85068], [-5.33294, -28.69590, -18.59357], [-3.44038, -31.29543, -17.55863], [-4.82694, -31.42287, -18.46664], [-4.91379, -30.73835, -16.87134], [-3.24634, -28.73848, -17.81114], [-2.84538, -28.53185, -20.23291], [-4.21699, -29.96813, -20.52836], [-2.62795, -30.11776, -19.69891], [-5.21427, -27.77474, -18.85545], [2.29618, -34.99502, -21.35619], [3.24027, -36.12974, -21.87229], [3.74497, -37.00090, -20.78629], [2.57196, -37.05254, -22.72300], [2.93385, -34.19468, -20.73740], [1.82914, -35.29608, -20.56761], [1.53972, -34.56629, -22.11382], [4.17968, -35.95456, -22.53303], [4.38266, -37.74622, -21.19132], [2.81175, -37.44240, -20.39137], [4.24986, -36.38078, -20.10343], [1.90697, -36.55211, -23.26928], [1.76846, -35.76130, -17.19980], [2.63688, -34.65597, -16.47072], [3.68625, -34.02740, -17.37435], [1.71564, -33.75231, -16.00257], [2.29414, -36.68803, -17.39553], [1.29079, -35.35414, -18.21933], [0.80323, -35.75971, -16.49819], [3.19067, -34.96892, -15.66840], [4.20295, -33.19177, -16.80455], [3.19615, -33.65349, -18.23585], [4.50438, -34.72810, -17.51101], [2.00139, -33.54006, -15.06653], [-3.42078, -25.22386, -19.06231], [-3.56183, -25.19833, -17.50313], [-2.22367, -25.10936, -16.80032], [-4.40324, -24.05259, -17.06119], [-3.24756, -26.16437, -19.26054], [-2.96120, -24.36878, -19.53493], [-4.42166, -25.40064, -19.66257], [-4.16590, -26.19302, -17.00626], [-1.65283, -25.78346, -17.13410], [-1.94162, -25.44511, -15.85207], [-1.66478, -24.10808, -16.92973], [-4.68136, -24.14999, -16.17752], [3.93971, -29.95720, -17.18306], [4.77632, -29.54909, -15.98215], [5.71054, -30.64610, -15.42130], [5.63654, -28.54157, -16.44734], [3.56661, -30.99007, -16.91439], [4.60528, -30.32173, -18.01930], [3.03957, -29.36175, -17.46445], [4.08799, -29.09350, -15.27155], [6.39193, -31.21766, -16.35841], [5.16762, -31.53677, -15.16655], [6.65768, -30.32310, -14.68428], [6.08918, -28.28450, -15.62745], [1.06421, -31.37279, -19.07820], [0.02963, -31.01201, -17.91641], [-0.16893, -29.44038, -17.77049], [-1.04737, -29.02922, -17.03521], [0.66420, -28.53095, -18.55610], [1.71973, -28.96519, -19.55055], [1.74275, -30.38085, -19.85656], [2.31501, -30.75267, -20.80087], [1.07322, -32.42740, -19.49873], [-0.78196, -31.70503, -17.64580], [0.43835, -27.39300, -18.44147], [2.18027, -28.36052, -20.31971], [-1.53022, -29.29832, -23.15268], [-1.45441, -30.36069, -24.34414], [0.03931, -30.87423, -24.73146], [0.19016, -31.79242, -25.46815], [1.20638, -30.12747, -24.04064], [1.05575, -28.88740, -23.20516], [-0.25948, -28.63195, -22.58469], [-0.36700, -27.81570, -21.68403], [-2.51987, -28.90056, -22.78438], [-2.39631, -30.59477, -24.71821], [2.26300, -30.34774, -24.39805], [1.88564, -28.32052, -22.78747], [3.82561, -23.46951, -21.76285], [3.95649, -24.92449, -22.34463], [4.02903, -26.03768, -21.20568], [3.97093, -27.17015, -21.53173], [4.03442, -25.69436, -19.76685], [4.04627, -24.24805, -19.42385], [3.97299, -23.20547, -20.37977], [3.88034, -22.05232, -19.99074], [3.84290, -22.80538, -22.47401], [3.93722, -25.06859, -23.47111], [4.36862, -26.48624, -19.11336], [4.22287, -24.11043, -18.23887]],
  "atomic_forces_ev_per_a": [[0.5, -5.0, -0.8], [-4.3, 1.7, -0.7], [-2.4, 0.2, 5.8], [4.6, -1.5, 1.3], [-0.4, 0.1, -0.2], [2.0, 3.5, 1.3], [-0.9, 1.6, -0.7], [4.6, -1.1, 0.4], [0.4, -0.1, 0.2], [0.3, -0.5, -4.7], [0.3, -0.3, -1.4], [-4.6, 1.6, -0.6], [2.7, -1.8, -1.0], [-0.5, 1.0, -0.4], [3.7, -4.2, -6.8], [1.2, -0.5, 0.8], [-0.9, 0.9, 0.2], [-0.9, 1.1, 0.1], [-2.0, -1.3, 1.0], [1.0, -0.8, 2.6], [0.5, 0.7, 3.5], [-3.9, 1.4, 1.7], [0.1, 1.8, -0.8], [-0.9, 1.9, -1.0], [-0.7, 1.6, -0.3], [2.8, 0.2, -1.9], [-4.7, 4.5, 0.0], [-0.1, -0.1, 0.9], [1.5, -0.2, 0.4], [-0.6, 0.0, -0.6], [-0.2, 0.2, 0.3], [-2.3, -1.1, -0.5], [-1.8, -1.9, 0.6], [1.7, 0.9, 0.7], [4.2, -3.9, 0.4], [0.3, -0.2, 0.1], [4.3, 3.3, -3.9], [1.2, 0.1, -2.2], [-1.8, 0.0, 0.3], [-2.4, 0.6, -1.2], [-1.0, -1.0, -2.2], [-3.6, -2.8, 4.5], [1.6, -0.4, 1.1], [-1.4, 1.5, 1.2], [0.5, -0.7, -0.2], [0.7, -0.1, 0.5], [0.7, 0.4, 1.4], [1.1, -0.8, 0.7], [-2.4, 2.3, 0.3], [-0.6, -0.9, -3.5], [0.8, 0.8, 2.0], [-0.6, 2.2, 2.6], [-0.3, -0.3, 0.2], [1.4, -0.7, 2.0], [2.1, -1.0, -1.5], [1.1, -1.9, 2.1], [-0.8, -0.6, -0.7], [0.1, 0.4, -1.2], [-0.1, -0.3, -0.7], [-0.8, 0.0, -1.7], [-4.8, 3.0, 1.5], [-2.8, -0.4, 2.6], [-1.8, 6.0, 0.4], [1.1, -0.4, -2.9], [3.3, -4.8, -1.3], [0.7, -0.3, 0.1], [0.7, 1.5, 1.6], [1.7, 2.2, -2.0], [4.7, -5.2, -4.3], [-1.5, 0.2, 2.8], [-1.2, -1.4, -0.1], [-0.2, -0.5, 1.6], [0.0, -3.3, 0.0], [0.6, -0.1, -0.9], [3.6, -1.4, -2.0], [0.7, 1.4, 0.6], [-0.4, 1.0, 0.0], [-0.6, 1.3, 0.4], [1.3, -0.1, 0.3], [0.0, -0.4, 0.7], [-1.9, 2.2, 2.1], [-0.3, -0.2, 1.2], [-3.1, -0.7, -1.6], [0.3, 0.4, -0.7], [-6.6, -1.1, 6.0], [4.4, 0.9, -6.5], [-0.2, -2.8, 0.6], [0.3, 0.1, -0.3], [4.4, 1.3, -4.4], [-5.9, 2.0, 4.3], [-0.9, 1.1, 3.3], [2.7, -1.6, -4.7], [0.2, 1.4, 0.8], [0.8, 0.4, 0.4], [0.4, -2.3, -0.1], [0.2, 0.5, 0.5], [0.8, -3.9, -4.9], [3.5, 5.7, 6.7], [-2.2, 1.9, 2.1], [0.4, -0.5, -0.6], [0.4, 4.9, 1.7], [-0.1, -5.9, -2.8], [-1.5, 0.1, -0.7], [0.0, -0.4, -0.2], [1.3, -0.6, -0.5], [-1.1, -1.0, -1.0], [-1.6, -0.1, 0.5], [0.1, -0.3, -0.4], [1.3, -11.3, -1.8], [-0.5, 5.9, 4.2], [-0.9, 2.9, -1.5], [0.1, -3.0, -0.9], [1.1, 6.8, -0.1], [1.1, -8.2, 3.7], [-1.4, 2.0, 0.5], [0.4, 0.5, 0.2], [-0.3, 4.2, -3.3], [0.0, -0.2, 1.8], [-0.5, 0.0, 0.4], [-0.6, 0.5, -3.2]],
  "mulliken_charge": [-0.124, 0.839, -1.799, -0.368, 0.466, -0.672, 0.247, -0.051, 0.405, 0.493, 0.387, 0.212, -0.693, 0.678, -1.220, -0.560, 0.069, 0.326, 0.141, -0.046, 0.116, 0.494, 0.316, 0.378, -1.378, 1.223, -0.709, -0.656, 0.136, 0.439, 0.372, -0.142, -0.014, 0.307, 0.111, 0.341, -0.683, 0.547, -1.306, -0.552, 0.173, 0.097, 0.314, 0.170, 0.421, 0.270, 0.298, 0.288, -0.721, -0.111, -0.181, -0.454, 0.413, -0.213, 0.259, 0.687, -0.257, -0.131, 0.466, 0.278, -0.844, 0.946, -1.212, -0.566, -0.106, 0.353, 0.268, -0.059, 0.107, 0.607, 0.269, 0.306, -0.582, 0.406, -0.989, -0.516, -0.103, 0.385, 0.124, 0.217, 0.216, 0.267, 0.275, 0.320, 0.300, -0.181, 0.418, -0.639, -0.259, 0.341, 0.016, -0.664, 0.389, 0.118, 0.021, -0.108, -0.298, -0.622, 0.369, -0.511, -0.385, -0.318, 0.848, -0.587, 0.365, 0.475, 0.355, 0.330, -0.594, -0.416, 0.657, -0.539, -0.417, -0.237, 0.358, -0.543, 0.556, 0.344, 0.578, 0.255]
}